# 1
{"formula": "C5H6O2", "method": "wB97M-V/def2-TZVPD", "symbols": ["O", "C", "C", "C", "C", "C", "O", "H", "H", "H", "H", "H", "H"], "coordinates": [[0.3331, -0.2900, 2.2289], [0.3073, 1.0167, 1.7327], [-0.0407, 1.1473, 0.3641], [-0.7304, 0.9542, -0.6317], [-0.3146, 0.1660, -1.7952], [0.1377, -1.2263, -1.3889], [0.2510, -1.6575, -0.2648], [0.1412, -0.9047, 1.4951], [1.1155, 1.5894, 2.1821], [-0.6172, 1.6864, 1.8301], [0.5679, 0.6536, -2.2320], [-1.0465, 0.0543, -2.5938], [0.3809, -1.8782, -2.2457]], "forces_ev_per_a": [[-0.4492, 0.1543, 0.0545], [-0.7811, 1.0520, 0.2760], [0.2130, -0.4151, -0.8698], [1.0657, -0.0571, 0.1529], [-0.0749, -0.1771, -0.4269], [0.0048, -0.2532, 0.1558], [-0.0702, 0.3215, -0.6106], [0.0410, 0.3171, 0.1456], [0.1688, 0.0467, -0.4701], [0.0906, -0.7220, 1.9688], [-0.1244, -0.1965, -0.2321], [-0.0888, -0.0319, -0.1157], [0.0048, -0.0387, -0.0283]], "relative_energy_kj_mol": 376.6, "homo_ev": -9.32, "homo_lumo_gap_ev": 9.95, "lumo_ev": 0.637, "max_force_ev_per_a": 2.1, "spin_multiplicity": 1}

---

# 2
{"formula": "C5H6O2", "method": "wB97M-V/def2-TZVPD", "symbols": ["O", "C", "C", "C", "C", "C", "O", "H", "H", "H", "H", "H", "H"], "coordinates": [[1.9046, -1.3587, -0.7395], [1.5040, -0.2234, -0.5971], [0.1260, 0.1314, -0.1130], [-0.4658, -0.5582, 1.3227], [-0.7933, -1.0471, -0.0120], [-0.3800, 1.4596, -0.4405], [-1.5017, 1.8387, -0.1867], [2.1520, 0.6269, -0.8997], [-1.2690, -0.0135, 1.8201], [0.5508, -0.2492, 1.5539], [-1.7941, -0.7674, -0.3319], [-0.3791, -1.9599, -0.4155], [0.3456, 2.1208, -0.9608]], "forces_ev_per_a": [[-0.2309, 0.5595, 0.3394], [-0.1010, -0.1856, 0.1356], [-0.3983, 0.1883, -1.0813], [0.5789, 1.5634, -0.8232], [-0.0081, -0.2533, -0.2961], [-0.4106, 0.0979, -0.1316], [0.1837, 0.1053, -0.0933], [-0.2176, -0.0414, 0.0647], [0.4537, 0.3413, -0.2451], [0.2038, -1.9551, 1.8074], [-0.0136, -0.3782, 0.2264], [0.0588, -0.0642, -0.0089], [-0.0988, 0.0221, 0.1062]], "relative_energy_kj_mol": 282.5, "homo_ev": -9.76, "homo_lumo_gap_ev": 9.74, "lumo_ev": -0.023, "max_force_ev_per_a": 2.7, "spin_multiplicity": 1}

---

# 3
{"formula": "C5H6O2", "method": "wB97M-V/def2-TZVPD", "symbols": ["C", "O", "C", "C", "O", "C", "C", "H", "H", "H", "H", "H", "H"], "coordinates": [[-1.4319, 0.0453, 0.7165], [-1.7543, -0.2781, -0.6623], [-0.5776, -0.4053, -1.3309], [1.7030, 0.3377, -0.3119], [1.0232, 0.8965, 0.8483], [0.0716, -0.2027, 0.8527], [0.4942, -0.5328, -0.5456], [-2.0200, -0.6217, 1.3496], [-1.7200, 1.0838, 0.9093], [-0.6623, -0.3439, -2.4097], [1.9283, 1.0889, -1.0744], [0.3218, -0.8949, 1.6657], [2.6239, -0.1726, -0.0072]], "forces_ev_per_a": [[0.0110, 0.0305, 0.2266], [-0.0266, -0.0328, -0.0554], [0.2188, -0.0716, -0.0859], [0.3181, 0.0133, -0.2458], [-0.0091, 0.1579, 0.0798], [-0.2627, -0.2237, 0.1694], [-0.2582, 0.1111, -0.1451], [0.1065, 0.0788, -0.0394], [0.0604, -0.0932, -0.0429], [0.0292, 0.0122, 0.1261], [-0.0306, -0.0909, 0.1103], [-0.0062, 0.0801, -0.1060], [-0.1505, 0.0284, 0.0084]], "relative_energy_kj_mol": 280.1, "homo_ev": -8.65, "homo_lumo_gap_ev": 9.67, "lumo_ev": 1.020, "max_force_ev_per_a": 0.4, "spin_multiplicity": 1}